55
Properties=species:S:1:pos:R:3:mulliken_charge:R:1 method="wB97M-V/def2-TZVPD" homo_lumo_gap_ev=8.7 relative_energy_ev=0.3463 smiles="O=C(Nc1ccccc1C(=O)N1CCOCC1)c1ccc(CSc2ccccc2)cc1"
O -2.04863 -1.13078 1.69086 -0.653
C -1.47298 -0.36918 0.94357 -0.001
N -1.90569 -0.20595 -0.34670 0.069
C -1.53391 0.76082 -1.28083 0.285
C -1.28142 2.07746 -0.90160 -0.215
C -0.93914 3.02092 -1.85112 -0.705
C -0.86386 2.67538 -3.19095 -0.816
C -1.14085 1.37718 -3.58013 0.175
C -1.48150 0.41789 -2.63598 -0.022
C -1.65439 -1.01681 -3.03702 -0.003
O -0.82755 -1.85804 -2.73413 -0.696
N -2.75390 -1.30617 -3.76952 0.063
C -3.86963 -0.42024 -4.00807 -0.479
C -5.12279 -1.00425 -3.33780 -0.583
O -5.37973 -2.31187 -3.78603 -0.375
C -4.29329 -3.17049 -3.51201 -0.546
C -3.01359 -2.67014 -4.18719 -0.692
C -0.24866 0.38122 1.33137 0.175
C -0.18503 1.01233 2.56867 -0.717
C 0.97039 1.66009 2.95915 -0.618
C 2.08887 1.66374 2.13460 0.526
C 3.34555 2.36647 2.54793 -0.803
S 3.77167 2.18611 4.31808 -0.135
C 4.38868 0.53364 4.45753 0.645
C 5.10731 0.23961 5.61264 -0.618
C 5.61651 -1.02899 5.80505 -0.485
C 5.41866 -2.01203 4.84792 -0.469
C 4.69919 -1.71716 3.70373 -0.715
C 4.17786 -0.45030 3.50374 -0.062
C 2.02984 1.00684 0.90930 -0.585
C 0.87183 0.37160 0.50571 -0.055
H -2.53577 -0.93157 -0.66504 0.091
H -1.35776 2.35521 0.13786 0.569
H -0.73912 4.03584 -1.54290 0.417
H -0.59505 3.41448 -3.92955 0.415
H -1.08258 1.09419 -4.62101 0.489
H -3.65836 0.57275 -3.61146 0.396
H -4.04177 -0.35150 -5.08866 0.290
H -6.00386 -0.41329 -3.59214 0.342
H -4.98723 -0.99902 -2.24410 0.298
H -4.57529 -4.15133 -3.89599 0.352
H -4.13339 -3.23865 -2.42505 0.316
H -2.15669 -3.28117 -3.90096 0.433
H -3.13920 -2.68957 -5.27500 0.302
H -1.04939 0.99211 3.21516 0.445
H 1.01891 2.15321 3.91887 0.435
H 4.20446 2.04074 1.96055 0.399
H 3.22972 3.44677 2.43064 0.445
H 5.25855 1.01401 6.34959 0.360
H 6.17341 -1.25019 6.70347 0.373
H 5.82039 -3.00303 4.99592 0.367
H 4.53196 -2.47821 2.95578 0.384
H 3.60310 -0.24863 2.61444 0.253
H 2.89947 0.99007 0.26710 0.398
H 0.84568 -0.15212 -0.43833 0.545

11
Properties=species:S:1:pos:R:3:mulliken_charge:R:1 method="wB97M-V/def2-TZVPD" homo_lumo_gap_ev="8.8 / 8.8" charge=+1 relative_energy_ev=4.3310
C 0.73168 1.37440 -1.45346 0.553
C -0.97112 0.30911 0.09345 -0.374
C 0.16400 0.28467 -0.95863 -0.427
N 0.28184 -1.20549 1.21727 -0.294
N 0.14921 0.03113 0.91866 0.010
O 1.33895 2.24397 -1.86073 -0.153
H -1.23789 1.42471 0.31476 0.299
H -1.83654 -0.36529 -0.00028 0.355
H 0.49330 -0.67325 -1.17696 0.430
H 1.18681 -1.36579 1.85549 0.322
H -0.30024 -2.05816 1.05044 0.279